1.
Below is a structure of composition C20H15IN2O7ReSSe, with properties calculated with the ωB97M-V functional and the def2-TZVPD basis.

Last column: natural (NBO) charge in e.
CARTESIAN COORDINATES (ANGSTROEM)
Re1 -1.91248 0.20812 -1.57876  1.39
O1 -4.48516 -0.66812 -3.75002  -0.93
S1 -4.30902 -0.82072 -2.34176  2.54
O2 -5.33189 -1.44731 -1.57516  -0.92
O3 -3.88097 0.55951 -1.69321  -0.90
O4 -2.89956 -1.48396 -2.05253  -0.92
O5 0.06562 -0.43882 -1.00296  -0.71
C1 0.92441 0.52254 -0.27151  0.08
C2 0.13718 1.85070 -0.23545  0.78
O6 0.58782 2.80605 0.33289  -0.56
O7 -1.03112 1.85410 -0.85942  -0.71
C3 2.23753 0.66088 -1.01666  -0.02
C4 2.42829 1.67170 -1.94961  -0.19
C5 3.59472 1.72629 -2.69786  -0.20
C6 4.58209 0.77105 -2.51371  -0.18
C7 4.40427 -0.23955 -1.57785  -0.22
C8 3.23763 -0.29595 -0.83176  -0.22
C9 1.12744 -0.02152 1.13805  -0.08
C10 0.62946 -1.25319 1.53375  -0.23
C11 0.82481 -1.71688 2.83121  -0.20
C12 1.52513 -0.94793 3.74371  -0.21
C13 2.04362 0.27995 3.34562  -0.22
C14 1.85167 0.74040 2.05491  -0.13
H1 0.58209 -0.85822 -1.70628  0.53
H2 1.68013 2.44017 -2.08232  0.24
H3 3.71912 2.51667 -3.42514  0.23
H4 5.49206 0.81342 -3.09817  0.22
H5 5.17753 -0.98037 -1.42280  0.22
H6 3.10832 -1.07920 -0.09571  0.22
H7 0.11674 -1.88191 0.81936  0.22
H8 0.43245 -2.68476 3.11720  0.22
H9 1.67898 -1.30377 4.75402  0.22
H10 2.60353 0.88426 4.04725  0.22
H11 2.25192 1.69877 1.75438  0.24
I1 -2.65379 -3.92304 2.70703  0.21
C15 -2.79525 -1.93858 2.13180  -0.19
C16 -3.31470 -0.97091 2.97653  -0.15
C17 -3.36769 0.34088 2.53698  -0.23
C18 -2.89635 0.64974 1.28025  0.09
N1 -2.37990 -0.28897 0.47108  -0.52
C19 -2.35451 -1.56837 0.87782  0.05
H12 -3.67888 -1.23753 3.95949  0.24
H13 -3.77363 1.12378 3.16078  0.24
H14 -2.90387 1.66052 0.89533  0.24
H15 -1.98372 -2.29731 0.17131  0.24
Se1 -1.68334 0.64225 -3.96232  0.26
C20 -0.15675 1.65428 -4.27135  0.01
N2 0.74803 2.27084 -4.62841  -0.34

Summary:
* 2S+1: 2
* highest occupied orbital energy (alpha / beta): -9.14 / -9.02 eV
* ⟨S²⟩: 0.76
* charge: 0

=====

2.
Below is a structure of composition C20H15N9PtSe, with properties calculated with the ωB97M-V functional and the def2-TZVPD basis.

Last column: natural (NBO) charge in e.
CARTESIAN COORDINATES (ANGSTROEM)
Pt1 0.16882 -0.57504 0.07144  0.92
C1 2.76067 -0.76084 -3.40973  -0.26
C2 1.88052 -1.13046 -2.37596  0.10
N1 1.45253 -0.26993 -1.48135  -0.43
C3 1.84354 1.04293 -1.53957  0.23
C4 2.74824 1.47712 -2.51669  -0.10
C5 3.19475 0.53059 -3.47050  -0.10
C6 3.17740 2.82401 -2.50506  -0.20
C7 2.71432 3.65901 -1.53182  -0.18
C8 1.78464 3.23152 -0.56481  -0.22
C9 1.29480 1.94455 -0.56851  0.13
N2 0.35221 1.36997 0.26653  -0.42
C10 -0.54936 1.92430 1.11174  0.09
C11 -0.86384 3.32233 1.24689  -0.19
C12 -1.81118 3.71275 2.14609  -0.23
C13 -2.49135 2.77410 2.94407  -0.12
C14 -2.26202 1.39265 2.82109  -0.10
C15 -2.94414 0.42200 3.55582  -0.21
C16 -2.64987 -0.93772 3.31606  -0.25
C17 -1.73133 -1.28060 2.37569  0.02
N3 -1.04311 -0.34098 1.64469  -0.55
C18 -1.28798 0.97515 1.86654  0.26
H1 3.08104 -1.50442 -4.12342  0.23
H2 1.51679 -2.14432 -2.27739  0.21
H3 3.88350 0.84718 -4.24128  0.22
H4 3.88397 3.16325 -3.24818  0.22
H5 3.06138 4.68126 -1.48839  0.22
H6 1.49728 3.93590 0.19578  0.22
H7 -0.41639 4.06731 0.61287  0.21
H8 -2.06079 4.76032 2.23135  0.22
H9 -3.24282 3.11077 3.64494  0.21
H10 -3.69422 0.71546 4.27425  0.21
H11 -3.16298 -1.71862 3.85737  0.22
H12 -1.48535 -2.30889 2.16441  0.19
Se1 -4.56288 -1.17243 -0.57806  -0.35
C19 -2.90973 -0.94462 -1.25760  0.04
N4 -1.83653 -0.78203 -1.67664  -0.65
N5 1.13013 -5.84733 0.08722  -0.59
N6 0.41269 -4.67115 -0.05820  0.17
N7 -0.89290 -4.65979 -0.21078  -0.26
C20 -1.15654 -3.36047 -0.21764  0.16
N8 -0.02531 -2.64916 -0.06598  -0.32
N9 0.97593 -3.50486 0.04394  -0.04
H13 0.48982 -6.58681 -0.19040  0.39
H14 1.91023 -5.80801 -0.56338  0.38
H15 -2.13458 -2.92592 -0.31746  0.28

Summary:
* 2S+1: 3
* highest occupied orbital energy (alpha / beta): -5.28 / -6.48 eV
* ⟨S²⟩: 2.05
* charge: 0

=====

3.
Below is a structure of composition C20H16AuNO5P, with properties calculated with the ωB97M-V functional and the def2-TZVPD basis.

Last column: natural (NBO) charge in e.
CARTESIAN COORDINATES (ANGSTROEM)
Au1 1.52226 2.50506 -0.22961  1.39
N1 1.36109 2.13218 1.77627  -0.85
C1 0.45129 1.14860 2.32230  0.16
C2 0.26987 1.16586 3.70414  -0.22
C3 -0.56007 0.24679 4.31565  -0.20
C4 -1.22430 -0.70118 3.54651  -0.23
C5 -1.05735 -0.70309 2.17570  -0.17
C6 -0.22426 0.21812 1.53482  -0.33
P1 -0.06868 0.25962 -0.29629  0.82
C7 0.64216 -1.39555 -0.64695  -0.36
C8 -0.06555 -2.59800 -0.66007  -0.20
C9 0.58840 -3.79458 -0.90589  -0.22
C10 1.95956 -3.80490 -1.13485  -0.21
C11 2.67099 -2.61585 -1.12274  -0.23
C12 2.01637 -1.41315 -0.88590  -0.13
C13 -1.81097 0.10423 -0.81830  -0.24
C14 -2.80788 0.79854 -0.13141  -0.23
C15 -4.11018 0.81411 -0.60751  -0.20
C16 -4.43647 0.14702 -1.77924  -0.23
C17 -3.44538 -0.52265 -2.48317  -0.22
C18 -2.14146 -0.53721 -2.01243  -0.23
H1 0.97672 3.11866 1.84259  0.48
H2 2.29730 1.99452 2.14664  0.41
H3 0.79224 1.91119 4.29133  0.21
H4 -0.69114 0.27053 5.39006  0.21
H5 -1.87653 -1.42684 4.01545  0.21
H6 -1.59503 -1.42399 1.57203  0.22
H7 -1.13592 -2.59596 -0.49285  0.21
H8 0.02842 -4.72188 -0.92012  0.20
H9 2.46860 -4.74097 -1.32896  0.21
H10 3.73715 -2.61171 -1.30982  0.22
H11 2.57720 -0.48297 -0.88817  0.24
H12 -2.55640 1.34690 0.76802  0.23
H13 -4.87015 1.36177 -0.06412  0.21
H14 -5.45336 0.16196 -2.15068  0.21
H15 -3.68450 -1.02957 -3.40986  0.21
H16 -1.37224 -1.04556 -2.58049  0.22
O1 3.27594 3.10561 -3.79169  -0.61
C19 2.96398 2.82314 -2.65874  0.65
O2 1.76667 3.06067 -2.17110  -0.74
C20 3.99887 2.10041 -1.70353  0.66
O3 5.13117 1.89786 -2.08851  -0.63
O4 3.52224 1.74110 -0.55625  -0.83
O5 0.16928 3.73115 0.42771  -1.06

Summary:
* highest occupied orbital energy (alpha / beta): -4.65 / -4.65 eV
* charge: -1

=====

4.
Below is the molecule C20H16B2N2O4S, with properties calculated with the ωB97M-V functional and the def2-TZVPD basis.

Last column: natural (NBO) charge in e.
CARTESIAN COORDINATES (ANGSTROEM)
O1 -1.21680 -6.89921 -4.59995  -0.91
B1 -2.52380 -6.48291 -4.32930  1.09
O2 -3.62123 -7.23791 -4.71705  -0.67
C1 -4.74682 -6.35533 -4.42172  -0.09
C2 -4.31287 -5.10118 -3.69060  0.00
C3 -5.01521 -4.11306 -2.98312  -0.22
C4 -4.35539 -3.09493 -2.35109  -0.17
C5 -2.93904 -3.10166 -2.38409  0.10
N1 -2.37050 -2.11069 -1.59704  -0.42
C6 -1.15073 -1.75877 -1.51910  0.11
C7 -0.79320 -0.73621 -0.59155  -0.25
C8 -1.58306 -0.12770 0.33713  -0.19
C9 -1.01009 0.89005 1.14201  -0.20
C10 0.29582 1.11744 0.66235  -0.24
C11 1.12303 2.18628 1.10514  0.09
N2 0.85895 2.81318 2.18333  -0.41
C12 1.89259 3.59298 2.86785  0.12
C13 2.11543 3.47139 4.25461  -0.19
C14 3.16881 4.10700 4.91660  -0.21
C15 4.04908 4.92118 4.17680  -0.03
C16 3.80278 5.10797 2.80650  -0.34
C17 2.72601 4.47643 2.17940  -0.20
B2 5.06166 5.92491 2.40312  1.08
O3 5.27593 6.52327 1.15720  -0.88
O4 5.98261 6.04692 3.41909  -0.67
C18 5.35861 5.50969 4.54800  -0.09
S1 0.83617 -0.06479 -0.50309  0.44
C19 -2.22660 -4.11624 -3.07940  -0.17
C20 -2.89803 -5.13551 -3.66776  -0.39
H1 -0.93186 -7.67592 -5.07902  0.51
H2 -5.41028 -7.01675 -3.83685  0.20
H3 -5.14143 -5.98509 -5.36653  0.20
H4 -6.12048 -4.15786 -2.99033  0.21
H5 -4.80601 -2.40051 -1.65259  0.23
H6 -0.47615 -2.12942 -2.27542  0.17
H7 -2.58373 -0.40004 0.48042  0.23
H8 -1.50414 1.53060 1.85521  0.25
H9 2.15170 2.22608 0.63691  0.17
H10 1.37828 2.91521 4.71533  0.22
H11 3.26506 4.06610 5.97969  0.21
H12 2.47929 4.66804 1.16610  0.21
H13 6.00762 7.18212 1.22455  0.49
H14 5.16391 6.36544 5.23964  0.19
H15 5.95118 4.75464 5.10597  0.20
H16 -1.20710 -4.19526 -2.92738  0.21

Summary:
* structure (SMILES): OB1OCc2ccc(/N=C/c3ccc(/C=N/c4ccc5c(c4)B(O)OC5)s3)cc21
* highest occupied orbital energy: -7.93 eV
* charge: 0

=====

5.
Below is a structure of composition C20H16BrN3O3Pd, with properties calculated with the ωB97M-V functional and the def2-TZVPD basis.

Last column: natural (NBO) charge in e.
CARTESIAN COORDINATES (ANGSTROEM)
Pd1 0.10795 0.01818 0.51801  0.65
C1 4.96811 0.50139 0.43257  -0.24
O1 4.63199 1.87543 0.19887  -0.48
C2 3.67209 2.23559 -0.66429  0.29
C3 3.77600 3.49984 -1.20887  -0.29
C4 2.82259 3.95615 -2.10843  -0.14
C5 1.72300 3.17302 -2.45968  -0.23
C6 1.52288 1.92968 -1.89602  -0.10
C7 0.31607 1.20939 -2.26170  0.05
N1 -0.31728 0.42140 -1.46527  -0.26
N2 -1.46482 -0.11507 -1.95980  -0.46
C8 -2.13344 -0.81975 -1.04772  0.58
O2 -1.81921 -0.97694 0.16800  -0.75
C9 -3.38243 -1.47743 -1.53891  -0.05
C10 -4.10411 -2.28925 -0.67037  -0.19
C11 -5.26297 -2.91849 -1.09845  -0.23
C12 -5.71183 -2.73755 -2.39903  -0.20
C13 -4.99613 -1.92578 -3.26940  -0.23
C14 -3.83556 -1.29921 -2.84366  -0.19
C15 2.53557 1.37228 -0.98883  0.41
O3 2.46946 0.20940 -0.53974  -0.58
H1 5.95038 0.53424 0.89701  0.19
H2 5.00895 -0.05689 -0.50029  0.19
H3 4.24876 0.02757 1.09467  0.19
H4 4.62827 4.10697 -0.93542  0.23
H5 2.93515 4.94109 -2.54203  0.22
H6 0.98826 3.56057 -3.15375  0.22
H7 -0.12738 1.41060 -3.23463  0.19
H8 -3.74198 -2.41849 0.33992  0.23
H9 -5.81657 -3.55089 -0.41603  0.21
H10 -6.61709 -3.22767 -2.73442  0.21
H11 -5.34364 -1.78165 -4.28450  0.21
H12 -3.26745 -0.66757 -3.51148  0.23
Br1 0.74321 -1.47549 7.08453  0.10
C16 0.59734 -1.04473 5.25681  -0.04
C17 -0.50497 -1.46186 4.53264  -0.27
C18 -0.57166 -1.12052 3.19345  0.07
N3 0.38272 -0.41254 2.58307  -0.48
C19 1.44162 -0.02043 3.29404  0.07
C20 1.59407 -0.31068 4.63765  -0.28
H13 -1.29495 -2.03764 4.99139  0.24
H14 -1.40906 -1.41176 2.57134  0.24
H15 2.19295 0.54749 2.76025  0.21
H16 2.46519 0.02798 5.17847  0.24

Summary:
* 2S+1: 3
* highest occupied orbital energy (alpha / beta): -7.37 / -7.61 eV
* ⟨S²⟩: 2.06
* charge: 0

=====

| no. | E_tot (Ha) |
| --- | --- |
| 1 | -4582.95622 |
| 2 | -3784.61782 |
| 3 | -1679.72289 |
| 4 | -1630.24086 |
| 5 | -3863.55092 |